{"formula": "C6H12O", "method": "ωB97M-V/def2-TZVPD", "lumo_energy_ev": 0.9, "total_charge": 0, "smiles": "C[C@H]1OCC1(C)C", "species": ["C", "C", "O", "C", "C", "C", "C", "H", "H", "H", "H", "H", "H", "H", "H", "H", "H", "H", "H"], "positions_angstrom": [[1.7713, 0.0684, -1.2335], [1.0765, 0.3677, 0.0817], [0.7119, 1.7604, 0.1605], [-0.6850, 1.4408, 0.1466], [-0.4046, -0.0672, 0.2871], [-0.6964, -0.5610, 1.7012], [-1.0368, -0.9920, -0.7425], [2.6932, 0.6564, -1.2905], [2.0335, -0.9928, -1.3222], [1.1495, 0.3525, -2.0891], [1.7348, 0.0928, 0.9201], [-1.1683, 1.7377, -0.7962], [-1.2194, 1.9085, 0.9850], [-0.4109, -1.6117, 1.8314], [-1.7695, -0.4803, 1.9171], [-0.1576, 0.0344, 2.4458], [-0.6718, -2.0188, -0.6170], [-0.8246, -0.6799, -1.7694], [-2.1259, -1.0158, -0.6161]], "forces_ev_per_a": [[0.0, 0.0, 0.0], [0.2, -0.2, 0.0], [0.0, 0.1, 0.0], [-0.4, 0.1, 0.0], [-0.1, 0.0, 0.0], [0.0, 0.0, 0.1], [0.0, 0.0, -0.1], [-0.1, -0.1, 0.0], [-0.1, 0.1, 0.0], [0.1, -0.1, 0.1], [-0.1, 0.0, -0.1], [0.1, 0.0, 0.1], [0.1, -0.1, -0.1], [0.0, 0.1, 0.0], [0.2, 0.0, 0.0], [-0.1, 0.0, -0.1], [0.0, 0.1, 0.0], [-0.1, 0.0, 0.1], [0.1, 0.0, 0.0]], "lowdin_charge": [-0.039, -0.326, -0.081, -0.133, -0.474, -0.049, -0.045, 0.083, 0.086, 0.080, 0.143, 0.124, 0.122, 0.084, 0.087, 0.089, 0.087, 0.075, 0.087]}


{"formula": "C24H40FO16S2", "method": "ωB97M-V/def2-TZVPD", "lumo_energy_ev": 1.9, "total_charge": -1, "species": ["F", "C", "C", "C", "O", "C", "O", "O", "H", "H", "H", "H", "H", "H", "C", "C", "C", "O", "C", "O", "O", "H", "H", "H", "H", "H", "H", "C", "C", "C", "O", "C", "O", "O", "H", "H", "H", "H", "H", "H", "C", "C", "C", "O", "C", "O", "O", "H", "H", "H", "H", "H", "H", "C", "C", "C", "S", "O", "O", "C", "H", "H", "H", "H", "H", "H", "H", "H", "C", "C", "C", "S", "O", "O", "C", "H", "H", "H", "H", "H", "H", "H", "H"], "positions_angstrom": [[-0.8077, 0.2170, 0.1885], [-4.1907, -1.0360, 0.8035], [-3.8767, -0.0050, 1.9555], [-3.5227, 1.4750, 1.4585], [-4.3727, 2.2850, 2.2195], [-5.0437, 1.6050, 3.0315], [-5.8327, 2.0690, 3.8285], [-4.9257, 0.3040, 2.8125], [-3.2887, -1.1810, 0.3465], [-5.0797, -0.8130, 0.2405], [-4.4477, -1.7900, 1.3185], [-2.9797, -0.2550, 2.3775], [-3.5987, 1.3880, 0.4225], [-2.4187, 1.4990, 1.7565], [-0.9987, 3.0730, -1.8125], [0.1253, 2.6600, -2.7905], [-0.2157, 1.9030, -4.0735], [0.1273, 2.7690, -4.9935], [0.7953, 3.8750, -4.4495], [1.3953, 4.6910, -5.0835], [0.6773, 3.9090, -3.1325], [-1.7007, 3.5530, -2.4675], [-0.6217, 3.8330, -1.0735], [-1.6397, 2.4100, -1.4575], [1.0153, 2.2530, -2.3855], [-1.3037, 1.7360, -3.9505], [0.1883, 0.9350, -4.0215], [0.7283, -1.4890, 3.9825], [-0.5917, -1.5660, 3.1745], [-0.5657, -2.5260, 1.9345], [-1.1237, -3.7550, 2.4205], [-1.7797, -3.5120, 3.4945], [-2.5027, -4.2960, 4.0945], [-1.4617, -2.1650, 4.0075], [0.7053, -1.1890, 5.0015], [1.3503, -0.6570, 3.9185], [1.3353, -2.2040, 4.0215], [-0.9447, -0.5970, 2.6495], [0.3743, -2.7720, 1.4565], [-1.0887, -1.9660, 1.0535], [-1.2257, -3.6830, -1.5305], [-2.0177, -2.4860, -2.0405], [-1.1547, -1.2250, -2.2405], [-1.1647, -0.9650, -3.6195], [-1.9377, -1.9110, -4.2495], [-2.1317, -1.9210, -5.4435], [-2.3867, -2.8190, -3.3525], [-0.7277, -3.6320, -0.5895], [-0.4847, -3.9390, -2.3625], [-2.0007, -4.4610, -1.3575], [-2.7847, -2.5390, -1.4125], [-0.1417, -1.4320, -1.8775], [-1.7737, -0.2490, -1.6515], [1.9963, 2.4260, 0.8805], [1.7363, 2.1500, 2.2225], [0.9773, 3.2250, 2.8235], [1.8683, 4.6580, 2.2355], [2.9063, 4.8290, 3.1685], [0.9003, 5.6400, 1.9635], [2.4133, 3.9200, 0.6675], [1.0013, 2.1840, 0.4535], [2.6973, 1.9120, 0.4705], [2.5273, 1.7350, 2.8055], [1.2163, 1.1170, 2.1305], [1.1323, 3.2180, 3.8005], [-0.1577, 3.4530, 2.6815], [3.6353, 4.1660, 0.5665], [2.0973, 4.6530, -0.0055], [2.7103, -1.5180, -0.6035], [3.7603, -0.8880, -1.5315], [5.0243, -1.9030, -1.4415], [4.2703, -3.5810, -1.3575], [4.8123, -4.3260, -0.3025], [4.0903, -4.0650, -2.6745], [2.6383, -2.9450, -0.9245], [1.6513, -1.1080, -0.5035], [3.0293, -1.5400, 0.4595], [4.0503, 0.1180, -1.1765], [3.3733, -0.6900, -2.5545], [5.7603, -1.7270, -0.5255], [5.6013, -1.6950, -2.3155], [2.2513, -3.5690, -0.1725], [2.0643, -3.2550, -1.7905]], "forces_ev_per_a": [[-0.1, -0.2, 0.5], [-0.5, 6.4, 0.6], [-1.1, 2.4, -3.9], [2.9, -3.3, 1.8], [2.6, 3.1, -3.1], [-4.2, -0.7, 3.1], [0.9, -0.5, -0.4], [-0.6, -2.2, 1.3], [2.1, -0.3, -1.8], [0.1, 0.7, -0.8], [-1.6, -6.3, 3.5], [1.6, -1.6, 2.0], [-0.6, 1.4, -1.8], [-1.5, 1.2, -0.7], [2.8, 3.0, -1.9], [-0.4, -0.3, 3.3], [-3.3, -0.4, 5.0], [2.1, 3.3, -3.6], [0.5, 0.8, -1.3], [-0.5, -0.6, -0.2], [-0.1, 0.5, -1.9], [-0.2, 1.2, -0.6], [-0.4, -1.0, -0.6], [-1.8, -3.8, 2.4], [0.3, -1.4, 1.4], [0.1, 0.1, -1.0], [1.2, -1.1, -0.8], [-4.3, 5.8, -0.3], [2.9, 1.3, -2.3], [0.2, 1.7, -1.7], [0.5, 0.5, -1.9], [-2.2, 0.1, 4.4], [1.7, 2.2, -1.4], [-3.6, -3.6, 0.3], [-2.0, -0.5, 1.7], [1.3, 2.0, -2.3], [4.5, -6.7, -0.5], [0.6, -1.0, 1.6], [0.6, 0.0, 0.6], [0.0, -1.3, 1.6], [0.2, -1.3, -1.9], [4.9, -0.7, -1.4], [-2.9, 2.7, 2.9], [-0.6, -1.1, -1.1], [0.5, 0.4, -1.2], [0.1, -0.2, 1.9], [-0.9, 0.3, -1.6], [0.5, 0.7, 0.6], [-0.9, -0.2, 1.3], [0.8, -0.1, -0.6], [-3.9, 1.3, 2.1], [-0.3, 0.7, 0.0], [2.7, -2.8, -1.4], [-3.7, 5.0, -3.1], [-1.6, -5.7, 2.5], [-2.8, 1.8, -2.4], [-1.2, -2.7, -0.7], [2.4, 1.0, 1.3], [-1.3, 2.6, -0.5], [4.0, 0.6, 2.2], [0.7, 0.5, -1.0], [4.2, -3.8, -2.7], [1.3, 0.9, 0.8], [-0.2, 1.6, 0.5], [0.5, 0.2, 4.5], [2.0, -1.0, -0.5], [-3.0, -1.3, 0.7], [-1.5, 0.2, -1.8], [-1.2, 0.9, 1.5], [0.7, 0.0, 1.0], [-0.1, 1.5, 1.5], [-1.7, 4.1, -0.5], [1.4, -1.7, 1.7], [0.6, -1.2, -1.7], [0.0, -1.8, -1.4], [1.3, 0.1, -0.7], [0.4, 0.7, -0.5], [0.1, -0.5, 0.0], [0.4, -0.8, 0.4], [-2.0, -0.3, -1.7], [0.5, -0.6, -0.7], [-0.3, -0.7, 1.4], [-0.2, 0.5, -0.5]], "lowdin_charge": [-0.574, 0.040, -0.253, -0.062, 0.135, -0.648, 0.125, 0.120, 0.029, 0.100, 0.007, 0.082, 0.100, 0.135, 0.017, -0.287, -0.187, 0.095, -0.514, 0.154, 0.088, 0.086, 0.113, 0.005, 0.135, 0.143, 0.108, 0.011, -0.335, -0.080, 0.101, -0.482, 0.125, 0.043, 0.085, 0.049, 0.004, 0.142, 0.110, 0.120, -0.011, -0.333, -0.114, 0.014, -0.507, 0.136, 0.086, 0.045, 0.121, 0.101, 0.086, 0.103, 0.184, -0.243, -0.314, -0.215, 0.614, -0.300, -0.310, -0.159, 0.124, 0.047, 0.120, 0.144, 0.049, 0.160, 0.167, 0.051, -0.253, -0.176, -0.190, 0.628, -0.298, -0.309, -0.281, 0.121, 0.126, 0.100, 0.121, 0.140, 0.069, 0.081, 0.091]}


{"formula": "C49H43Br2NO3P3Y", "method": "ωB97M-V/def2-TZVPD", "lumo_energy_ev": -5.0, "total_charge": 2, "species": ["Y", "C", "C", "C", "C", "C", "C", "Br", "C", "C", "Br", "C", "O", "C", "N", "H", "H", "H", "H", "H", "H", "O", "C", "C", "C", "C", "C", "C", "P", "C", "C", "C", "C", "C", "C", "C", "C", "C", "C", "C", "C", "C", "C", "C", "C", "C", "C", "P", "C", "C", "C", "C", "C", "C", "C", "C", "C", "C", "C", "C", "H", "H", "H", "H", "H", "H", "H", "H", "H", "H", "H", "H", "H", "H", "H", "H", "H", "H", "H", "H", "H", "H", "H", "H", "H", "H", "H", "H", "C", "P", "C", "C", "O", "H", "H", "H", "H", "H", "H", "H", "H", "H"], "positions_angstrom": [[-0.1409, 0.5343, -0.0895], [1.5514, 1.4192, -3.3144], [1.6948, 2.5284, -2.3152], [2.4557, 3.6633, -2.6404], [2.6340, 4.6513, -1.7238], [2.0511, 4.5478, -0.4409], [2.2164, 5.5033, 0.5915], [3.2367, 7.0537, 0.3121], [1.6475, 5.3080, 1.8017], [0.8801, 4.1475, 2.0428], [0.1318, 3.9254, 3.7501], [0.6810, 3.2046, 1.0795], [-0.0344, 2.0832, 1.2565], [1.2829, 3.4082, -0.1828], [1.1174, 2.3980, -1.1297], [1.6041, 1.7901, -4.3379], [0.6071, 0.8922, -3.2022], [2.3526, 0.6880, -3.1943], [2.8949, 3.7331, -3.6285], [3.2248, 5.5268, -1.9679], [1.7765, 6.0356, 2.5900], [0.2407, -2.7347, 0.6494], [-0.4052, -3.6848, -0.1151], [-0.6845, -4.9436, 0.3881], [-1.2735, -5.8799, -0.4445], [-1.5718, -5.5638, -1.7684], [-1.3329, -4.2835, -2.2293], [-0.7717, -3.3143, -1.3934], [-0.6346, -1.6018, -1.9823], [0.3026, -1.8188, -3.5392], [-0.2483, -1.7685, -4.8131], [0.5619, -1.9800, -5.9307], [1.9135, -2.2457, -5.7778], [2.4674, -2.3068, -4.5030], [1.6660, -2.0905, -3.3932], [-2.3431, -1.1803, -2.4744], [-2.5460, 0.0223, -3.1589], [-3.8248, 0.4443, -3.4954], [-4.9265, -0.3204, -3.1202], [-4.7378, -1.4965, -2.4060], [-3.4504, -1.9260, -2.0830], [1.4349, -3.0341, 1.2983], [2.1122, -4.2233, 1.0977], [3.2962, -4.4376, 1.7927], [3.8082, -3.4787, 2.6557], [3.1369, -2.2725, 2.7995], [1.9401, -2.0346, 2.1254], [1.0875, -0.4381, 2.1603], [2.4512, 0.7511, 2.2877], [3.1184, 1.0483, 1.0993], [4.1001, 2.0304, 1.0509], [4.4267, 2.7275, 2.2105], [3.7752, 2.4308, 3.4037], [2.7853, 1.4506, 3.4418], [0.0995, -0.3616, 3.6794], [0.6111, -0.7690, 4.9095], [-0.1710, -0.7045, 6.0553], [-1.4817, -0.2465, 5.9809], [-2.0130, 0.1393, 4.7585], [-1.2227, 0.0821, 3.6194], [-0.4304, -5.1905, 1.4118], [-1.4919, -6.8705, -0.0584], [-1.9961, -6.3102, -2.4287], [-1.5921, -4.0198, -3.2512], [-1.3068, -1.5809, -4.9500], [0.1270, -1.9442, -6.9227], [2.5362, -2.4156, -6.6481], [3.5200, -2.5273, -4.3775], [2.1071, -2.1521, -2.4009], [-1.6987, 0.6342, -3.4528], [-3.9637, 1.3623, -4.0570], [-5.9296, -0.0013, -3.3885], [-5.5921, -2.0956, -2.1093], [-3.3223, -2.8467, -1.5277], [1.7438, -4.9796, 0.4188], [3.8256, -5.3745, 1.6449], [4.7339, -3.6606, 3.1913], [3.5686, -1.4889, 3.4168], [2.9004, 0.4926, 0.1952], [4.6157, 2.2469, 0.1194], [5.1920, 3.5001, 2.1841], [4.0313, 2.9727, 4.3109], [2.2573, 1.2577, 4.3682], [1.6244, -1.1508, 4.9813], [0.2400, -1.0207, 7.0081], [-2.0915, -0.1987, 6.8769], [-3.0411, 0.4854, 4.7010], [-1.6429, 0.3940, 2.6787], [-3.0069, 3.0079, 1.6217], [-3.4793, 1.8436, 0.3901], [-4.6427, 0.7220, 1.0952], [-4.2980, 2.7556, -0.8718], [-2.2892, 1.0523, -0.1977], [-3.8939, 3.5860, 1.9102], [-2.2536, 3.6831, 1.2151], [-2.5879, 2.5136, 2.4951], [-5.5494, 1.2526, 1.4114], [-4.1927, 0.2278, 1.9609], [-4.9011, -0.0303, 0.3425], [-5.1330, 3.3179, -0.4425], [-4.6685, 2.0686, -1.6347], [-3.5890, 3.4532, -1.3228]], "forces_ev_per_a": [[-0.8, 0.6, -0.6], [0.0, 0.1, 0.0], [-0.1, -0.1, 0.1], [0.1, 0.0, -0.3], [0.1, 0.3, 0.1], [0.2, 0.1, -0.3], [0.2, 0.1, -0.3], [0.1, 0.1, -0.1], [-0.3, -0.2, 0.4], [0.1, 0.5, 0.4], [-0.1, -0.1, 0.1], [-0.6, -0.9, 0.1], [0.4, 1.1, 0.3], [0.1, -0.5, -0.7], [-0.1, 0.2, 0.5], [0.0, 0.0, 0.1], [-0.1, 0.0, 0.0], [0.0, 0.0, 0.0], [0.0, 0.0, 0.1], [0.0, -0.1, 0.0], [0.0, 0.0, 0.0], [0.0, 0.4, 0.3], [0.3, 0.1, 0.2], [-0.2, -0.2, 0.0], [0.0, -0.1, 0.0], [0.0, 0.0, 0.0], [-0.1, 0.0, -0.1], [-0.2, 0.0, -0.3], [0.0, -0.7, -0.9], [0.1, 0.0, 0.1], [0.0, 0.0, -0.2], [-0.1, 0.0, 0.1], [0.0, 0.0, 0.0], [-0.1, 0.0, 0.0], [0.1, 0.0, 0.0], [0.0, 0.2, 0.0], [-0.1, 0.0, -0.1], [0.1, -0.1, 0.0], [0.0, 0.0, 0.0], [0.1, 0.0, 0.0], [-0.2, 0.0, 0.0], [-0.3, -0.2, -0.3], [0.3, -0.1, 0.1], [0.1, -0.1, 0.0], [0.0, 0.1, 0.0], [0.2, 0.0, 0.0], [0.0, 0.0, 0.0], [0.4, -0.3, 0.7], [0.1, 0.2, 0.1], [0.3, 0.1, 0.1], [0.0, -0.1, 0.1], [0.0, 0.0, 0.0], [0.0, 0.0, 0.0], [0.0, 0.2, 0.0], [-0.1, 0.0, 0.1], [0.1, -0.1, 0.1], [0.0, 0.0, 0.0], [0.0, 0.0, 0.1], [0.0, 0.0, 0.0], [0.1, 0.0, 0.1], [0.0, 0.0, -0.1], [0.0, 0.1, -0.1], [0.0, 0.1, 0.1], [0.0, 0.0, 0.1], [0.0, 0.0, 0.0], [0.0, 0.0, 0.1], [0.0, 0.0, 0.1], [0.0, 0.0, 0.0], [0.0, 0.0, 0.0], [0.0, 0.0, 0.0], [0.0, -0.1, 0.0], [0.1, 0.0, 0.0], [0.1, 0.0, 0.0], [0.0, 0.0, 0.0], [0.0, 0.1, 0.0], [-0.1, 0.1, 0.0], [-0.1, 0.0, -0.1], [-0.1, -0.1, -0.1], [0.0, -0.2, -0.2], [-0.1, 0.0, 0.1], [-0.1, -0.1, 0.0], [-0.1, -0.1, -0.2], [0.0, 0.0, 0.0], [-0.1, 0.0, 0.0], [0.0, 0.0, -0.1], [0.1, 0.0, -0.1], [0.1, 0.0, 0.0], [-0.1, 0.1, -0.3], [0.0, 0.4, 0.4], [0.7, -0.6, -0.4], [-0.4, -0.4, 0.2], [-0.3, 0.3, -0.5], [0.0, 0.0, 0.4], [0.2, -0.1, 0.0], [0.0, 0.0, 0.0], [0.1, 0.0, 0.1], [0.2, -0.1, 0.0], [-0.1, 0.0, -0.1], [0.0, 0.1, 0.1], [0.1, -0.1, -0.1], [0.0, 0.1, 0.1], [-0.1, 0.0, 0.0]], "lowdin_charge": [1.379, -0.009, -0.296, 0.006, 0.013, -0.184, -0.630, 0.853, -0.153, -0.589, 0.858, -0.396, -0.341, -0.149, 0.068, 0.102, 0.034, 0.093, 0.129, 0.095, 0.106, -0.082, -0.282, -0.010, -0.032, -0.047, -0.077, -0.291, 1.047, -0.391, -0.077, -0.053, -0.057, -0.065, -0.122, -0.385, -0.127, -0.086, -0.072, -0.060, -0.072, -0.252, -0.003, -0.040, -0.055, -0.065, -0.272, 1.061, -0.372, -0.126, -0.060, -0.051, -0.050, -0.084, -0.340, -0.079, -0.048, -0.053, -0.068, -0.111, 0.137, 0.123, 0.119, 0.122, 0.105, 0.116, 0.116, 0.114, 0.105, 0.101, 0.118, 0.118, 0.117, 0.105, 0.120, 0.122, 0.118, 0.113, 0.094, 0.118, 0.120, 0.121, 0.100, 0.109, 0.118, 0.118, 0.109, 0.057, -0.159, 0.599, -0.140, -0.146, -0.484, 0.086, 0.066, 0.038, 0.083, 0.060, 0.061, 0.081, 0.041, 0.079]}


{"formula": "C4H3NO2", "method": "ωB97M-V/def2-TZVPD", "lumo_energy_ev": 0.6, "total_charge": 0, "smiles": "C#CC1=NOCO1", "species": ["C", "C", "C", "N", "O", "C", "O", "H", "H", "H"], "positions_angstrom": [[1.7622, 2.2311, 0.1446], [1.0560, 1.3126, 0.2226], [0.2666, 0.2392, 0.0463], [0.0074, -0.2445, -1.1224], [-0.9574, -1.2452, -0.8819], [-1.0571, -1.4413, 0.5125], [-0.5179, -0.2274, 0.9496], [2.1310, 3.3148, 0.2381], [-2.1762, -1.5277, 0.6272], [-0.3705, -2.3444, 0.8940]], "forces_ev_per_a": [[3.0, 6.7, 0.6], [-0.2, -1.0, 0.4], [-1.9, -2.2, -3.9], [0.8, -0.6, 0.0], [0.3, -0.2, -1.0], [0.3, -0.9, -1.0], [-1.7, -0.7, 5.1], [-0.4, -2.6, -0.4], [1.4, -0.1, 1.0], [-1.6, 1.7, -0.7]], "lowdin_charge": [0.154, -0.067, -0.470, 0.175, -0.099, -0.164, 0.051, 0.096, 0.154, 0.170]}


Listing orbital gap for the structures above in their given order: 10.5; 9.2; 7.6; 9.7 eV.